A molecular structure, C31H27N8O6Tc. Source: the Open Molecules 2025 dataset; level of theory: wB97M-V/def2-TZVPD.

Its spin multiplicity is 4. The expectation value of S² is 3.7812. The calculation puts the frontier orbital gap (alpha / beta) at 6.3760 / 4.9603 eV. The total charge is +1.

Each line ends with the Mulliken charge.
Element x y z (Å)
Tc 0.76481 -0.11828 -0.83133  -0.750
O 1.05701 -0.82568 4.30826  -0.741
C -0.24190 -1.22446 4.36528  0.764
C -0.90393 -1.03513 5.57344  -0.655
C -2.23499 -1.38575 5.70577  -0.353
C -2.93161 -1.94674 4.63712  -0.825
C -2.27017 -2.15552 3.44408  -0.906
C -0.92671 -1.79770 3.28227  0.681
C -0.31906 -2.06423 1.93996  0.382
O -0.92699 -2.65822 1.04725  -0.702
N 0.94980 -1.56058 1.78475  -1.335
N 1.42431 -1.54403 0.51569  0.674
C 2.31273 -2.36876 0.11663  -0.588
C 2.83682 -2.20485 -1.24437  0.956
C 3.97299 -2.85300 -1.67729  -0.986
C 4.46844 -2.56923 -2.94097  -0.304
C 3.79847 -1.65401 -3.73396  -1.012
C 2.65653 -1.06091 -3.24138  -0.026
N 2.17108 -1.33216 -2.02657  0.578
H 1.37846 -1.02784 3.40412  0.545
H -0.34619 -0.60418 6.39948  0.441
H -2.73808 -1.21800 6.65394  0.387
H -3.97682 -2.21935 4.74107  0.457
H -2.77565 -2.60511 2.59623  0.524
H 2.65744 -3.15151 0.78195  0.429
H 4.47482 -3.54247 -1.00984  0.482
H 5.37532 -3.04446 -3.29443  0.442
H 4.15283 -1.39964 -4.72274  0.462
H 2.11270 -0.33782 -3.83261  0.438
O -3.24240 -2.04401 -1.37461  -0.754
C -3.84524 -1.44691 -0.31548  0.972
C -5.17033 -1.80326 -0.08775  -0.727
C -5.85976 -1.27486 0.97993  -0.410
C -5.24791 -0.37490 1.85568  -0.842
C -3.94770 0.00845 1.62473  -0.622
C -3.22854 -0.50330 0.53228  0.203
C -1.84810 -0.05982 0.30966  1.036
O -1.14814 -0.63060 -0.66823  -0.408
N -1.31072 0.86821 1.04580  -1.362
N 0.03053 1.05048 0.66459  1.554
C 0.74211 1.75945 1.49071  -0.429
C 2.13038 2.06615 1.38326  1.076
C 2.72401 2.79815 2.43361  -1.090
C 4.04481 3.14885 2.39106  -0.805
C 4.80372 2.78955 1.26932  -0.463
C 4.24332 2.06930 0.23377  -0.786
C 2.91297 1.67025 0.29344  0.503
O 2.42663 0.91121 -0.70744  -0.203
H -2.29718 -1.87783 -1.34870  0.261
H -5.63062 -2.51570 -0.76656  0.479
H -6.88743 -1.57485 1.15167  0.409
H -5.78860 0.01606 2.70764  0.462
H -3.44955 0.70559 2.28712  0.454
H 0.19937 2.12018 2.35837  0.424
H 2.11403 3.06353 3.29282  0.428
H 4.49676 3.69751 3.21013  0.422
H 5.84989 3.06962 1.21794  0.422
H 4.82213 1.77442 -0.63457  0.481
C -0.94089 3.47026 -5.06243  -1.048
N -0.64262 2.26613 -4.29100  -0.038
C -0.90233 0.91456 -4.77878  -0.566
C -0.45698 0.06890 -3.59634  0.032
O -0.49133 -1.13066 -3.50428  -0.486
N 0.00532 0.94044 -2.59805  1.080
C -0.17782 2.19563 -3.04827  0.282
N 0.08556 3.25534 -2.29325  -0.366
H -0.65444 3.30378 -6.09765  0.335
H -0.36264 4.31673 -4.69271  0.384
H -2.00215 3.71512 -5.02809  0.329
H -0.32074 0.68234 -5.66972  0.337
H -1.95584 0.74481 -4.99574  0.330
H 0.38683 3.10470 -1.34448  0.020
H -0.18087 4.18063 -2.57118  0.231

Force components x, y, z for each atom (eV/Å):
Tc -0.334 0.461 0.073
O -0.214 -0.073 -0.050
C 0.179 0.093 -0.123
C -0.054 0.091 0.185
C -0.040 0.028 0.063
C -0.046 0.017 0.059
C 0.106 -0.058 -0.025
C -0.010 -0.237 -0.109
C -0.021 0.086 -0.354
O 0.223 0.062 0.316
N 0.095 0.099 0.208
N -0.544 -0.171 -0.012
C 0.224 -0.088 -0.311
C -0.227 0.067 0.266
C 0.269 -0.166 -0.018
C 0.072 -0.092 0.052
C 0.136 -0.106 -0.071
C -0.356 0.096 0.184
N -0.150 0.003 -0.006
H 0.032 0.025 0.010
H -0.083 -0.048 -0.096
H 0.071 -0.038 -0.104
H 0.129 0.023 -0.012
H 0.061 0.027 0.064
H 0.058 0.020 0.012
H -0.011 0.012 -0.085
H -0.067 -0.003 0.019
H -0.017 -0.003 0.019
H -0.020 -0.015 0.057
O -0.706 0.095 0.287
C 0.423 -0.049 -0.248
C -0.168 -0.149 -0.105
C -0.086 0.031 0.147
C -0.035 0.026 -0.013
C 0.082 0.048 -0.110
C 0.157 -0.063 -0.229
C 0.104 -0.114 -0.116
O 0.228 0.177 0.025
N 0.398 0.016 -0.224
N -0.411 -0.097 0.091
C -0.321 -0.158 0.051
C -0.135 0.060 0.255
C -0.323 -0.037 0.097
C 0.303 0.086 -0.046
C -0.001 0.028 0.052
C 0.319 -0.033 -0.153
C -0.232 -0.441 -0.521
O 0.091 0.497 0.322
H 0.451 0.110 0.066
H 0.085 0.095 0.124
H 0.058 0.012 -0.024
H 0.019 -0.011 -0.039
H -0.020 -0.057 -0.031
H -0.019 0.060 0.032
H 0.038 -0.025 -0.122
H -0.050 -0.073 -0.121
H -0.075 -0.015 -0.015
H 0.007 0.035 0.100
C 0.018 -0.177 0.201
N -0.173 0.014 -0.400
C 0.037 0.193 0.122
C -0.133 0.077 0.222
O 0.162 0.279 -0.047
N 0.237 -0.448 -0.251
C 0.112 -0.083 0.337
N 0.104 -0.019 0.093
H 0.033 -0.025 -0.029
H 0.002 -0.078 -0.016
H -0.026 -0.016 0.045
H 0.062 -0.009 -0.049
H -0.086 0.018 0.022
H 0.012 0.020 0.002
H 0.001 0.084 -0.003